(1)
A molecular structure, C3H2EuO4. Source: the Open Molecules 2025 dataset; level of theory: the ωB97M-V functional and the def2-TZVPD basis.

Calculated values
Molecular weight = 254.0 Da
Net charge = +2
Kohn-Sham gap (spin up / spin down) = 4.4709 / 4.7204 eV
HOMO (spin up / spin down) = -14.877 / -14.883 eV
E_LUMO (spin up / spin down) = -10.4 / -10.2 eV
Relative energy (zero: lowest compared OMol25 entry of this formula, charge and spin) = 113.15 kcal per mole
Multiplicity = 8

```
10
Properties=species:S:1:pos:R:3:forces:R:3
H -1.149082 -1.352984 1.020159 0.4577 -0.6637 -1.0772
C -2.461335 -0.821213 -0.694057 3.6705 -3.4232 3.7038
C -1.231611 -0.656979 0.161683 -2.0103 5.7927 1.6767
O -0.649802 0.451909 0.140064 1.5200 -1.5979 -0.5559
C 1.733730 0.792876 0.096822 3.1335 -3.2816 -0.2554
O 2.104386 -0.309435 -0.095790 -2.3259 0.9956 0.0741
O 2.163691 1.888364 0.291002 -0.6986 1.9811 0.3944
O -3.595665 -0.856886 -0.393389 -0.7145 0.3867 -1.7010
Eu 4.711864 2.545362 0.583532 -1.0104 -0.1583 -0.1119
H -1.626172 -1.681011 -1.110026 -2.0219 -0.0314 -2.1476
```
Positions in Å, forces in eV/Å.

(2)
A molecular structure, C15H37As3RhSe2. Source: the Open Molecules 2025 dataset; level of theory: the ωB97M-V functional and the def2-TZVPD basis.

Calculated values
Molecular weight = 703.1 Da
Net charge = +3
Kohn-Sham gap (spin up / spin down) = 4.5386 / 4.5377 eV
HOMO (spin up / spin down) = -16.455 / -16.455 eV
E_LUMO (spin up / spin down) = -11.9 / -11.9 eV
Relative energy (zero: lowest compared OMol25 entry of this formula, charge and spin) = 12.68 kcal per mole

```
58
Properties=species:S:1:pos:R:3:forces:R:3
Rh -1.215110 1.215588 -0.630819 -0.2117 0.9152 0.8836
C -3.142052 -1.628919 -0.761378 0.0029 0.0764 0.1005
As -1.577378 -1.011867 0.196183 0.1855 -0.3990 -0.5369
C -2.059584 -1.121634 2.060861 -0.2003 0.2067 -0.0727
C -0.269481 -2.328746 -0.363598 -0.0040 -0.1247 -0.0506
C 1.178092 -2.357651 0.136469 0.0325 -0.1830 -0.0505
C 1.839483 -3.530490 -0.623961 -0.0139 0.1052 -0.0208
C 1.933701 -1.084920 -0.305125 0.1049 0.0634 -0.0529
As 1.119022 0.694004 -0.368793 0.1738 -0.5185 -0.3200
C 1.682228 1.812911 1.110120 -0.1595 0.1661 -0.1242
C 2.021956 1.474632 -1.893456 -0.0833 0.0386 0.0808
C 1.314811 -2.680313 1.634623 0.0316 0.1380 0.1199
As 1.258170 -1.156672 2.893653 0.0601 0.0012 0.0051
C 0.698560 -2.085540 4.515101 0.0340 0.0063 -0.0660
C 3.165329 -0.931428 3.273871 -0.0762 -0.0467 -0.0037
H -3.394772 -2.599064 -0.328929 -0.0435 0.0006 -0.0510
H -2.912490 -1.746286 -1.818422 0.0093 -0.0544 0.0159
H -3.984134 -0.950459 -0.636187 0.0318 0.0144 0.0383
H -2.082841 -2.192151 2.276031 0.0173 0.0229 0.0704
H -3.055251 -0.699396 2.194613 -0.0115 -0.0403 -0.0482
H -1.337177 -0.609162 2.686166 0.0052 -0.0471 0.0107
H -0.259250 -2.187223 -1.451717 -0.0620 -0.0329 0.0216
H -0.740169 -3.301407 -0.188862 -0.0124 0.0373 0.0879
H 1.675468 -3.463454 -1.701375 0.0053 0.0092 -0.0136
H 1.437017 -4.480449 -0.273217 -0.0012 -0.0185 -0.0008
H 2.914871 -3.536195 -0.444507 0.0124 -0.0210 0.0242
H 2.272029 -1.224948 -1.336371 -0.0618 0.0843 -0.0086
H 2.837783 -0.936608 0.292077 -0.0139 -0.0456 0.0153
H 2.746280 1.602885 1.235938 -0.0036 0.0156 0.0682
H 1.139413 1.568686 2.015606 0.0426 -0.0285 0.0300
H 1.551093 2.860174 0.838255 0.0443 -0.0159 -0.0484
H 3.089936 1.345951 -1.705069 0.0059 0.0207 -0.0676
H 1.806308 2.537445 -1.987501 -0.0218 -0.0066 0.0333
H 1.751308 0.950828 -2.807110 0.0921 -0.0428 0.0444
H 2.269859 -3.185173 1.791455 -0.0002 -0.0009 0.0235
H 0.547170 -3.398675 1.932437 -0.0188 0.0079 -0.0345
H -0.360642 -2.332500 4.457732 -0.0013 0.0156 0.0469
H 0.862926 -1.419793 5.360809 -0.0481 -0.0042 0.0088
H 1.268786 -2.999808 4.672111 0.0447 0.0111 -0.0640
H 3.716768 -0.652839 2.375601 0.0032 0.0514 0.0169
H 3.604539 -1.843790 3.674956 -0.0709 -0.0452 -0.0048
H 3.272642 -0.138568 4.013243 0.0389 0.0090 -0.0250
C -1.829003 4.601726 0.629760 0.0355 -0.1725 -0.0626
Se -2.640969 3.301788 -0.579046 -0.0995 0.0560 -0.0895
C -2.027085 3.994683 -2.301908 0.0986 -0.0824 -0.1212
C -2.501121 3.038610 -3.380532 0.1862 0.0891 0.0810
Se -2.225146 1.153787 -2.813444 0.1040 -0.3028 -0.0633
C -0.977829 0.537835 -4.176533 -0.0396 0.0934 0.1101
H -0.760008 4.680465 0.458745 -0.0028 0.0247 -0.0043
H -2.056463 4.285813 1.644488 -0.0031 0.0178 0.0035
H -2.341490 5.535861 0.403941 0.0403 0.0214 0.0563
H -0.938976 4.028704 -2.278054 -0.0343 0.0901 0.0367
H -2.406799 5.008493 -2.433125 -0.1403 -0.0745 -0.0258
H -1.939768 3.190474 -4.301727 -0.0197 -0.0903 -0.0059
H -3.565827 3.107744 -3.600133 0.0056 0.0083 0.0913
H 0.024540 0.916013 -4.004359 -0.0652 0.0523 -0.0365
H -1.386543 0.919460 -5.111669 0.0479 -0.0754 -0.0413
H -1.012731 -0.548430 -4.167916 0.0276 0.0035 -0.0100
```
Positions in Å, forces in eV/Å.

(3)
A molecular structure, C26H31N3O3. Source: the Open Molecules 2025 dataset; level of theory: the ωB97M-V functional and the def2-TZVPD basis.

Calculated values
Molecular weight = 433.6 Da
Net charge = 0
Kohn-Sham gap = 8.7158 eV
HOMO = -8.778 eV
E_LUMO = -0.1 eV
Relative energy (zero: lowest compared OMol25 entry of this formula, charge and spin) = 608.19 kcal per mole

```
63
Properties=species:S:1:pos:R:3:forces:R:3
C 3.097925 -1.981700 9.737412 1.7658 4.9703 -0.3810
H 2.369761 -1.667881 10.418658 -0.6152 -0.3741 2.0650
H 4.113645 -2.219289 10.044555 -0.4013 -0.1224 0.5393
H 2.674890 -2.684350 9.139968 -0.9605 -2.0405 -2.0033
C 3.200403 -0.493071 8.888220 7.3013 -8.4237 0.5866
C 2.015713 -0.223794 8.333464 -6.0751 1.4330 -2.8577
N 0.812565 -0.913336 8.563207 3.9480 5.9712 -3.3574
O 0.061696 0.021185 7.708942 -5.0084 -2.4552 0.9071
C 0.669695 1.030674 7.124686 -2.9601 -0.6513 -0.7585
C 1.892975 0.942649 7.366665 10.0254 -0.6652 2.9476
H 2.897441 1.558041 7.071118 -3.1047 -1.4716 0.6395
C -0.064184 1.906650 6.266435 -7.5861 -3.0884 -2.4031
N -0.224690 1.578008 4.818347 4.1289 -3.1356 -3.1242
C 0.951912 1.953875 3.980595 -1.9161 6.8240 7.1029
O 1.587497 3.054219 4.402419 -2.0456 -5.9119 -2.4976
C 0.938739 1.342786 2.734346 2.8375 2.1894 -0.7472
C 2.019158 1.540463 1.982834 7.7827 0.9823 1.2217
C 2.282739 1.011638 0.753882 2.7149 1.7640 -2.9681
C 1.345996 0.513935 -0.104108 -5.8678 -0.2620 8.6978
C 0.066893 0.270909 0.720785 3.3127 4.0950 0.2393
C -0.076635 0.961527 2.013496 -5.0872 -6.1822 -3.4988
H -0.975651 0.647587 2.564441 -0.2354 0.6998 -0.6333
H -0.725448 -0.120504 0.191594 -1.9221 -0.8349 -0.5054
O 1.560693 -0.141855 -1.145523 4.6797 0.8049 -2.8967
C 0.703115 -0.313853 -2.098177 -6.7483 -8.9455 -1.8828
C 1.181414 -1.276476 -3.251864 -4.0539 -3.6954 5.2985
C -0.044806 -1.786083 -4.095645 11.7874 0.2102 -4.4857
N -0.509351 -0.745060 -4.757227 -8.2849 3.7591 1.3490
C -1.405797 -0.148487 -3.520164 2.8041 7.2127 -6.6901
C -0.445862 0.505947 -2.651843 5.2774 4.4480 0.8768
H -0.816874 1.140569 -1.904541 -1.3258 0.4521 1.4158
H 0.258474 1.407364 -3.148971 -2.0938 -2.0000 0.0100
H -2.020773 -0.776167 -3.114632 -3.3500 -4.1855 2.3612
H -2.094232 0.784068 -4.013591 1.7418 -2.5931 1.4062
C -1.589110 -1.165581 -5.704292 10.4859 5.6381 -6.2751
H -2.261136 -1.766503 -5.452223 -6.4748 -4.3323 2.9128
C -1.916901 0.152790 -6.712379 0.5964 -6.6175 0.0823
C -2.656897 -0.801328 -7.857691 1.4733 7.1527 3.1300
C -1.849922 -0.917822 -9.002978 -13.8345 -4.0074 2.1649
C -2.383313 -1.522845 -10.037518 -7.5670 -1.6433 -4.8073
C -4.013424 -1.736541 -10.179782 5.0626 0.9896 4.8047
C -4.571766 -1.475013 -8.879280 -1.5503 1.5141 -4.0964
C -4.028089 -0.730823 -7.801960 0.7366 -3.3114 -0.7333
H -4.719368 -0.438456 -6.959657 1.3492 -0.1462 -0.9660
H -5.610149 -1.304357 -8.952868 -1.6754 -0.7016 0.1901
H -4.480429 -1.981900 -11.152530 0.2020 -0.0489 1.1375
H -2.065385 -1.710573 -11.046638 1.5133 0.1649 0.0943
H -1.001515 -0.777783 -9.095410 14.6718 3.0344 -0.3318
H -0.945523 0.619365 -6.995008 -1.0226 -0.3438 0.2773
H -2.527901 0.613362 -6.011650 -1.4828 1.9962 0.1794
H -0.934577 -1.864783 -6.403307 -1.1977 1.0466 0.9122
H -0.456144 -2.523849 -3.642303 -3.9019 -4.6425 2.7542
H 0.664334 -2.268113 -5.159911 -1.6964 0.0095 3.0766
H 1.669923 -2.173079 -2.792623 0.0738 1.0489 -0.5058
H 1.721796 -0.694459 -3.775145 4.4756 3.4189 -4.4808
H -0.065261 -1.447144 -1.476083 0.9238 2.4295 -1.1374
H 3.239043 1.229154 0.201045 -0.4711 -0.2786 1.2218
H 3.034452 1.989214 2.563523 -3.0286 -1.0220 -1.7058
H -0.395629 0.514460 4.486532 0.0682 2.9738 1.9750
H -1.350971 1.465164 6.394631 3.5231 2.2346 1.0320
H 0.093551 2.939260 6.221128 0.2322 1.4052 0.8812
H 4.033288 -1.000008 8.067712 -2.2243 2.0975 1.5014
H 3.775840 0.203219 9.422307 0.2746 1.1634 0.7389
```
Positions in Å, forces in eV/Å.

(4)
2 unconnected molecules or ions with the total composition CH3NO2S. Source: the Open Molecules 2025 dataset; level of theory: the ωB97M-V functional and the def2-TZVPD basis.

Calculated values
Molecular weight = 93.1 Da
Net charge = 0
Kohn-Sham gap (spin up / spin down) = 8.5640 / 8.0527 eV
HOMO (spin up / spin down) = -10.450 / -9.121 eV
E_LUMO (spin up / spin down) = -1.9 / -1.1 eV
Relative energy (zero: lowest compared OMol25 entry of this formula, charge and spin) = 157.27 kcal per mole

```
8
Properties=species:S:1:pos:R:3:forces:R:3
C 0.356945 0.183144 0.585281 1.8424 -0.9193 -1.7320
N -0.907390 -0.091281 0.002943 -0.4350 0.9625 1.6565
O -0.894844 -0.894950 -0.900678 -1.0506 -0.5570 -0.9317
O -1.890044 0.482418 0.482829 0.5960 -0.5638 -0.5626
S 1.645000 -0.928848 0.269240 -0.8536 0.5235 -0.5050
H 0.140780 1.734812 -0.987664 0.3327 -0.3497 0.5836
H 0.604731 0.780685 1.395932 -0.9601 1.3885 1.3886
H 0.944824 -1.265982 -0.847883 0.5283 -0.4846 0.1027
```
Positions in Å, forces in eV/Å.